# C30H40Br2FeN8O2S2

A molecular structure, C30H40Br2FeN8O2S2 (the ωB97M-V functional and the def2-TZVPD basis, the OMol25 dataset).

Output
charge: +3
strongest force on any atom: 4.95 eV/Å
⟨S²⟩: 8.7693
ΔE to the lowest compared entry with this formula, charge and spin: 165.9 kJ/mol
spin multiplicity: 6
Kohn-Sham gap (alpha / beta): 5.65 / 5.34 eV

Last column: Löwdin spin population.
CARTESIAN COORDINATES (ANGSTROEM)
Fe -1.76 0.18 -0.77  4.1455
N -1.98 0.75 1.63  0.0914
C -2.06 2.20 1.72  0.0057
C -2.75 2.64 3.03  0.0041
C -3.21 4.10 3.16  0.0015
C -2.16 5.13 2.75  0.0002
N -0.91 4.93 3.48  0.0000
C 0.32 5.01 3.00  0.0000
N 0.56 5.22 1.70  0.0000
N 1.36 4.78 3.82  0.0000
C -2.72 2.72 0.39  0.0147
O -3.30 3.77 0.32  0.0305
O -2.48 1.93 -0.59  0.1576
H -2.86 0.35 1.95  0.0005
H -1.24 0.39 2.22  0.0012
H -1.04 2.60 1.67  -0.0004
H -2.04 2.42 3.83  0.0003
H -3.62 2.01 3.19  0.0002
H -3.51 4.26 4.19  0.0003
H -4.08 4.27 2.53  0.0000
H -2.54 6.13 2.96  0.0000
H -1.98 5.04 1.68  0.0001
H -1.01 4.83 4.48  0.0000
H -0.18 5.45 1.06  0.0000
H 1.50 5.31 1.36  0.0000
H 1.22 4.68 4.81  0.0000
H 2.30 4.93 3.50  0.0000
S 0.52 0.69 -0.46  0.1422
C 1.42 -0.77 -0.76  0.0156
N 2.77 -0.75 -0.89  0.0161
C 3.42 -2.01 -1.22  0.0022
C 2.75 -3.15 -0.45  0.0041
N 1.33 -3.17 -0.72  0.0441
C 0.67 -4.45 -0.74  0.0079
C 0.95 -5.20 -2.01  0.0028
C 1.50 -6.48 -1.98  0.0006
C 1.68 -7.18 -3.16  0.0005
C 1.33 -6.60 -4.38  0.0008
C 0.80 -5.32 -4.42  0.0002
C 0.61 -4.62 -3.24  0.0019
C 0.71 -1.98 -0.83  0.0129
S -1.02 -1.90 -1.08  0.1173
C 3.59 0.43 -0.84  0.0074
C 4.50 0.37 0.37  0.0008
C 3.93 0.47 1.64  0.0009
C 4.73 0.45 2.77  0.0001
C 6.11 0.30 2.64  0.0003
C 6.68 0.20 1.37  0.0001
C 5.88 0.22 0.25  0.0004
H 4.47 -1.94 -0.94  0.0004
H 3.34 -2.19 -2.30  0.0006
H 2.91 -3.00 0.63  0.0020
H 3.19 -4.10 -0.75  0.0006
H -0.41 -4.27 -0.64  0.0032
H 1.01 -5.02 0.13  0.0013
H 1.77 -6.93 -1.04  0.0000
H 2.10 -8.18 -3.14  0.0000
H 1.48 -7.15 -5.30  0.0000
H 0.52 -4.87 -5.36  0.0000
H 0.19 -3.62 -3.26  0.0012
H 2.94 1.31 -0.79  0.0047
H 4.19 0.48 -1.75  0.0004
H 2.86 0.58 1.74  0.0009
H 4.29 0.53 3.75  0.0000
H 6.74 0.27 3.51  0.0000
H 7.75 0.10 1.27  0.0000
H 6.33 0.15 -0.73  0.0000
Br -1.30 1.61 -3.53  0.0313
C -0.98 3.53 -3.38  0.0040
Br -0.31 3.98 -1.66  0.0007
H -1.93 4.05 -3.53  0.0001
H -0.24 3.81 -4.13  0.0008
N -4.60 0.67 -2.40  0.0069
C -4.77 -0.39 -1.60  0.0124
C -5.95 -1.16 -1.66  0.0033
C -6.11 -2.22 -0.80  0.0017
C -5.10 -2.51 0.12  0.0042
C -3.97 -1.72 0.11  0.0022
N -3.79 -0.70 -0.73  0.0835
H -5.32 0.94 -3.05  0.0001
H -3.87 1.34 -2.18  -0.0002
H -6.72 -0.91 -2.37  0.0007
H -7.01 -2.81 -0.83  0.0001
H -5.21 -3.32 0.83  0.0005
H -3.17 -1.89 0.82  -0.0002

# C30H40Cl3NO8PSSiTi

A molecular structure, C30H40Cl3NO8PSSiTi (the ωB97M-V functional and the def2-TZVPD basis, the OMol25 dataset).

Output
charge: -2
strongest force on any atom: 1.62 eV/Å
⟨S²⟩: 0.7575
ΔE to the lowest compared entry with this formula, charge and spin: 79.9 kJ/mol
spin multiplicity: 2
Kohn-Sham gap (alpha / beta): 3.53 / 5.05 eV

Last column: Löwdin spin population.
CARTESIAN COORDINATES (ANGSTROEM)
Ti 0.92 -0.03 -0.59  0.0975
C -0.15 -1.09 -4.51  -0.0007
C -0.66 -1.43 -3.10  -0.0019
C -2.21 -1.32 -3.10  -0.0011
C -0.12 -0.42 -2.12  -0.0157
C -0.31 -2.86 -2.69  0.0005
C -0.46 -3.24 -1.36  0.0013
C -0.16 -4.53 -0.95  0.0004
C 0.28 -5.47 -1.87  0.0000
C 0.41 -5.11 -3.19  0.0002
C 0.12 -3.82 -3.60  0.0001
H -0.37 -0.05 -4.72  0.0000
H -0.63 -1.71 -5.28  -0.0002
H 0.93 -1.22 -4.56  0.0000
H -2.51 -0.31 -3.39  0.0000
H -2.59 -1.52 -2.09  -0.0001
H -2.66 -2.04 -3.80  -0.0001
H -0.42 0.61 -2.41  -0.0010
H -0.79 -2.51 -0.63  0.0013
H -0.26 -4.79 0.10  0.0001
H 0.55 -6.47 -1.54  0.0000
H 0.77 -5.83 -3.92  0.0000
H 0.25 -3.56 -4.64  0.0000
O -2.22 -1.34 0.69  0.0001
S -2.84 -1.37 2.03  0.0051
C -4.47 -2.12 1.78  0.0010
C -5.03 -2.91 2.77  0.0001
C -6.29 -3.46 2.57  0.0000
C -6.97 -3.22 1.39  0.0000
C -6.39 -2.44 0.39  0.0001
C -5.14 -1.88 0.58  0.0002
C -3.47 0.31 2.28  0.0021
C -3.25 1.21 1.26  0.0016
C -3.69 2.52 1.42  0.0005
C -4.32 2.90 2.59  0.0001
C -4.52 1.98 3.62  0.0003
C -4.08 0.68 3.47  0.0006
H -4.47 -3.10 3.68  0.0000
H -6.73 -4.09 3.34  0.0000
H -7.95 -3.66 1.23  0.0000
H -6.92 -2.27 -0.54  0.0000
H -4.66 -1.28 -0.18  0.0000
H -2.69 0.89 0.39  0.0010
H -3.51 3.24 0.63  0.0000
H -4.65 3.93 2.72  0.0000
H -4.99 2.29 4.55  0.0000
H -4.22 -0.04 4.27  0.0000
C 4.71 3.57 1.67  0.0000
C 4.85 3.20 0.20  0.0000
C 5.55 4.32 -0.56  0.0000
C 5.60 1.89 0.03  0.0000
O 3.56 3.11 -0.44  0.0000
P 2.32 2.26 0.14  0.0005
O 1.36 2.03 -1.01  0.0043
O 2.72 1.00 0.81  0.0005
O 1.71 3.26 1.24  0.0005
C 0.82 4.37 0.98  0.0001
C -0.58 3.86 0.68  -0.0001
C 1.34 5.24 -0.16  0.0000
C 0.83 5.15 2.29  0.0000
H 5.71 3.64 2.12  0.0000
H 4.15 2.80 2.21  0.0000
H 4.19 4.52 1.79  0.0000
H 6.53 4.52 -0.13  0.0000
H 4.95 5.24 -0.52  0.0000
H 5.68 4.04 -1.61  0.0000
H 6.62 2.00 0.43  0.0000
H 5.66 1.61 -1.02  0.0000
H 5.09 1.08 0.56  0.0000
H -0.58 3.26 -0.22  -0.0001
H -1.25 4.72 0.56  0.0000
H -0.93 3.22 1.50  0.0000
H 1.42 4.66 -1.08  0.0000
H 2.33 5.64 0.08  0.0000
H 0.65 6.07 -0.32  0.0000
H 0.53 4.49 3.11  0.0000
H 0.14 5.99 2.24  0.0000
H 1.83 5.53 2.51  0.0000
Cl 3.51 -2.77 -3.18  0.0001
Si 3.03 -1.51 -1.51  0.0014
Cl 4.80 -1.86 -0.33  -0.0005
Cl 3.60 0.33 -2.54  0.0018
O -0.03 -0.19 2.94  0.2887
N 0.21 -0.16 1.72  0.4715
O -0.20 0.80 0.86  0.0829
O 0.78 -1.17 1.00  0.0549

- Among the records above, which one has the highest charge?
  C30H40Br2FeN8O2S2

- Look up the ΔE to the lowest compared entry with this formula, charge and spin of the first one.
  165.9 kJ/mol

- The highest charge belongs to which entry?
  C30H40Br2FeN8O2S2

- The lowest spin multiplicity belongs to which entry?
  C30H40Cl3NO8PSSiTi